{
  "formula": "C24H53NO12",
  "method": "ωB97M-V/def2-TZVPD",
  "smiles": "CCOC1=C(ON=O)C(=O)OC1=O.CC(C)O.CC(C)O.CC(C)O.CC(C)O.CC(C)O.CC(C)O",
  "total_charge": 0,
  "homo_lumo_gap_ev": 8.51,
  "e_homo_ha": -0.3503,
  "e_tot_ev": -51804.1807,
  "symbols": ["C", "C", "O", "C", "C", "O", "N", "O", "C", "O", "O", "C", "O", "H", "H", "H", "H", "H", "C", "C", "C", "O", "H", "H", "H", "H", "H", "H", "H", "H", "C", "C", "C", "O", "H", "H", "H", "H", "H", "H", "H", "H", "C", "C", "C", "O", "H", "H", "H", "H", "H", "H", "H", "H", "C", "C", "C", "O", "H", "H", "H", "H", "H", "H", "H", "H", "C", "C", "C", "O", "H", "H", "H", "H", "H", "H", "H", "H", "C", "C", "C", "O", "H", "H", "H", "H", "H", "H", "H", "H"],
  "xyz": [[-1.061931, 0.952284, -2.144378], [0.175621, 1.678988, -1.657937], [0.805548, 0.958477, -0.573345], [0.690982, 1.456131, 0.630898], [-0.265452, 2.139691, 1.276422], [-1.482241, 2.534643, 0.849109], [-1.763381, 4.003598, 1.071725], [-0.825310, 4.650436, 0.963988], [0.197387, 2.389863, 2.657637], [-0.355257, 2.954107, 3.542457], [1.463327, 1.835040, 2.799715], [1.811093, 1.241867, 1.606329], [2.834315, 0.670066, 1.428261], [-1.912747, 1.137046, -1.487056], [-1.287975, 1.208999, -3.177539], [-0.859311, -0.119967, -2.095713], [0.917124, 1.735015, -2.453689], [-0.033481, 2.703125, -1.344004], [2.087891, -3.868751, 0.888063], [3.331104, -3.312829, 1.568059], [3.081176, -3.043064, 3.043072], [3.764904, -2.122647, 0.917477], [1.268552, -3.146903, 0.955291], [2.282063, -4.056869, -0.168354], [1.760529, -4.798916, 1.355648], [4.152737, -4.023634, 1.458546], [2.289512, -2.296113, 3.160535], [3.980822, -2.648484, 3.515229], [2.781105, -3.946085, 3.575260], [3.060170, -1.470960, 1.011276], [-5.002415, -1.287338, -4.088721], [-3.637602, -0.632335, -4.236018], [-3.616048, 0.377068, -5.372680], [-2.627134, -1.621268, -4.428464], [-5.260043, -1.830941, -5.002165], [-4.996600, -2.003233, -3.266606], [-5.780301, -0.546036, -3.900244], [-3.375429, -0.130637, -3.303053], [-3.832882, -0.115768, -6.325039], [-2.635904, 0.841020, -5.468066], [-4.356935, 1.163426, -5.216719], [-2.822733, -2.087050, -5.248787], [1.180430, -2.222891, 7.949290], [2.469115, -2.454919, 7.179212], [2.924955, -1.196284, 6.457645], [2.279938, -3.525404, 6.253247], [0.392902, -1.943482, 7.243713], [0.869950, -3.140622, 8.450031], [1.270130, -1.433199, 8.696682], [3.255360, -2.788483, 7.858858], [2.164714, -0.877006, 5.739006], [3.845350, -1.383969, 5.904865], [3.099162, -0.378460, 7.158694], [1.583515, -3.268576, 5.631780], [3.788087, 3.548638, -0.004852], [3.675452, 4.801970, -0.854747], [4.343103, 5.997704, -0.195653], [2.300165, 5.086553, -1.130045], [3.285912, 3.705515, 0.956123], [3.300699, 2.711020, -0.505630], [4.824320, 3.275264, 0.193353], [4.132393, 4.622277, -1.829275], [3.864162, 6.216705, 0.763085], [4.250141, 6.882717, -0.825056], [5.401518, 5.808546, -0.013126], [1.864541, 5.256990, -0.287018], [-2.098123, -5.127401, 3.947307], [-0.959740, -4.603608, 4.805709], [-1.363784, -4.415812, 6.257823], [-0.457108, -3.366851, 4.281971], [-2.933130, -4.420743, 3.953428], [-1.773675, -5.251689, 2.914005], [-2.459914, -6.087193, 4.317574], [-0.116216, -5.294314, 4.753485], [-2.173746, -3.685715, 6.347698], [-0.503038, -4.035038, 6.800680], [-1.692830, -5.349934, 6.714068], [-1.173728, -2.722984, 4.314883], [-2.357202, 2.836991, -10.019647], [-3.057958, 2.275397, -8.792809], [-4.326131, 3.049050, -8.467380], [-2.175992, 2.268971, -7.671161], [-2.062276, 3.875305, -9.843338], [-1.454743, 2.266490, -10.238511], [-3.007693, 2.810527, -10.894778], [-3.306506, 1.226374, -8.964824], [-4.085396, 4.093107, -8.247772], [-4.815613, 2.627539, -7.589042], [-5.028763, 3.028657, -9.301419], [-1.927559, 3.181208, -7.484553]],
  "forces_ev_per_a": [[0.1892, -0.3623, 0.4990], [-0.3393, 0.2120, -0.5250], [0.3110, 0.1253, -0.1726], [-0.0449, -0.0048, 0.2698], [0.1815, 0.2739, -0.3141], [-0.2269, -0.2643, 0.4286], [-0.0132, 0.1802, -0.4800], [0.0477, -0.0078, 0.3118], [0.0881, -0.0568, -0.0600], [-0.0559, 0.0725, 0.0855], [0.0327, -0.0105, -0.0177], [-0.1607, -0.2399, -0.0661], [-0.0145, 0.0656, 0.1542], [-0.0530, 0.1300, -0.1508], [-0.0931, 0.1035, 0.0571], [-0.0257, 0.0075, -0.2304], [0.1323, -0.1360, 0.1448], [0.0468, -0.0564, 0.0805], [0.0535, -0.0333, -0.1135], [-0.2816, 0.1257, 0.0955], [0.1384, 0.0030, 0.0146], [0.0315, -0.2102, -0.0794], [-0.0120, -0.0165, 0.0590], [0.0120, -0.0087, 0.0065], [-0.0099, 0.0097, 0.0170], [0.0360, 0.0381, -0.0203], [-0.0507, -0.0560, -0.0137], [0.0069, -0.0239, 0.0038], [-0.0094, 0.0041, 0.0011], [0.1704, 0.1358, -0.0324], [0.0333, -0.0738, 0.0996], [-0.1999, -0.0346, -0.2830], [0.1039, 0.0247, 0.0854], [0.0588, 0.0449, 0.1605], [-0.0203, 0.0515, -0.0266], [0.0035, 0.0163, 0.0112], [-0.0004, 0.0048, -0.0183], [0.0443, -0.0571, 0.0244], [-0.0578, -0.0008, 0.0103], [-0.0057, 0.0082, -0.0082], [-0.0121, -0.0078, -0.0151], [0.0229, 0.0083, -0.0031], [-0.0534, -0.0516, 0.0740], [-0.2279, 0.1317, -0.1917], [0.0856, -0.0437, -0.0435], [0.0669, -0.0558, 0.0702], [-0.0216, 0.0830, 0.0523], [0.0177, 0.0152, 0.0330], [0.0631, 0.0230, -0.0349], [-0.0029, -0.0817, -0.0288], [-0.0248, 0.0202, 0.0341], [0.0046, -0.0032, 0.0132], [-0.0134, 0.0026, 0.0035], [0.0223, 0.0355, -0.0183], [-0.1649, -0.0731, -0.0816], [0.0185, 0.0324, 0.2537], [-0.0360, 0.0736, -0.0772], [-0.0127, -0.0673, -0.1047], [0.0775, 0.0289, 0.0383], [0.0571, -0.0260, -0.0067], [0.0016, 0.0122, 0.0110], [-0.0735, 0.0147, -0.0421], [0.0326, -0.0411, 0.0270], [0.0114, -0.0110, -0.0123], [-0.0031, -0.0115, 0.0131], [0.0135, 0.0317, -0.0052], [0.0624, 0.0579, -0.1237], [-0.2764, 0.0221, 0.0493], [0.1386, 0.0241, -0.0377], [0.1695, -0.0554, 0.0109], [-0.0211, -0.0239, 0.0497], [0.0113, -0.0169, 0.0075], [-0.0036, 0.0062, 0.0168], [0.0433, 0.0456, -0.0192], [-0.0352, -0.0338, -0.0601], [-0.0304, -0.0675, 0.1740], [0.0132, -0.0131, -0.0225], [0.0128, 0.0061, 0.0018], [0.0858, -0.0773, -0.0009], [-0.0270, 0.2554, -0.0548], [-0.0314, -0.0670, 0.0910], [0.0152, -0.0808, 0.0077], [-0.0513, 0.0178, -0.0127], [-0.0126, -0.0142, -0.0019], [-0.0081, 0.0119, 0.0040], [0.0352, -0.0209, 0.0457], [0.0019, 0.0118, -0.0534], [-0.0013, -0.0164, -0.0119], [0.0065, 0.0106, -0.0075], [0.0071, -0.0049, -0.0183]]
}